The molecule C5H9NO at a distorted geometry. Source: the Open Molecules 2025 dataset; level of theory: the ωB97M-V functional and the def2-TZVPD basis.

Geometry as XYZ:
```
16
Properties=species:S:1:pos:R:3:forces:R:3
O -0.5474 -1.9047 0.8091 0.4 1.1 -1.3
N -1.3404 0.1170 0.7249 0.1 1.3 1.1
C 1.4357 -1.9707 -0.6041 2.4 -0.2 1.4
C -0.3137 -0.8027 0.2869 -4.3 -0.7 5.1
C 0.9480 -0.4162 -0.3313 1.5 1.3 -0.2
C -1.4607 1.4803 0.3402 2.5 0.9 -1.4
C -0.7894 2.3946 -0.5061 -1.4 -1.1 2.9
H -1.8701 -0.1051 1.7526 2.2 0.3 -4.3
H -2.1621 1.8586 0.9997 -1.9 1.2 0.5
H -1.0531 3.4852 -0.4654 -0.2 -1.4 0.1
H 0.5967 -2.4929 -1.2353 2.3 1.0 0.8
H 1.5408 0.2315 0.6094 -1.4 -2.1 -2.8
H 1.3819 -2.5215 0.4926 0.3 1.6 -3.1
H 0.2315 2.2559 -0.7807 0.3 -0.5 -0.8
H 0.7774 0.4538 -1.1909 0.7 -2.9 1.9
H 2.6249 -2.0631 -0.9016 -3.4 0.3 0.0
```
Positions in Å, forces in eV/Å.

Values from the calculation:
Energy above the lowest of the compared OMol25 structures with the same formula, charge and spin: 473.70 kJ/mol
SMILES string: C=CNC(=O)CC
E_tot: -8864.3031 eV

The molecule C5H9NO at a distorted geometry. Source: the Open Molecules 2025 dataset; level of theory: the ωB97M-V functional and the def2-TZVPD basis.

Geometry as XYZ:
```
16
Properties=species:S:1:pos:R:3:forces:R:3
O 0.4791 -0.6229 2.4327 -0.1 0.6 0.0
N -1.2463 0.5357 1.3267 0.1 -0.8 -0.2
C 1.6778 -0.4592 -0.2429 0.0 0.2 0.0
C -1.0885 -0.3592 -1.2425 -0.2 -0.3 -0.1
C 0.5664 0.5274 0.2305 0.4 0.4 0.2
C 0.0311 0.1060 1.5779 0.4 -0.3 0.6
C -0.9712 0.6898 -0.1393 0.7 0.0 -0.3
H 2.0867 -0.2888 -1.2471 -0.4 0.2 0.1
H -1.3024 1.7090 -0.4121 0.4 -0.6 -0.4
H -0.0780 -0.4332 -1.6806 -0.7 0.0 -0.2
H -1.7490 -0.0925 -2.0663 -0.5 -0.3 0.3
H 0.8945 1.5358 0.0259 0.8 0.3 1.0
H -1.2757 -1.3435 -0.8074 -0.3 0.0 -0.3
H 1.5080 -1.5432 -0.1365 -0.5 0.5 0.0
H -2.0289 0.2793 1.9263 0.0 0.0 -0.7
H 2.4964 -0.2403 0.4544 -0.1 -0.1 -0.1
```
Positions in Å, forces in eV/Å.

Values from the calculation:
Energy above the lowest of the compared OMol25 structures with the same formula, charge and spin: 197.06 kJ/mol
SMILES string: C[C@@H]1C(=O)N[C@@H]1C
E_tot: -8867.1703 eV

The molecule C5H9NO at a distorted geometry. Source: the Open Molecules 2025 dataset; level of theory: the ωB97M-V functional and the def2-TZVPD basis.

Geometry as XYZ:
```
16
Properties=species:S:1:pos:R:3:forces:R:3
O 1.1960 -0.3459 -0.3252 -0.8 0.1 0.4
N -1.0161 1.8676 1.3794 0.8 -0.1 -0.2
C -0.4910 -1.3041 1.1205 0.1 -0.2 0.0
C -1.1463 -0.2347 -1.0840 0.0 -0.1 -0.1
C -0.1741 -0.2046 0.1037 0.3 -0.2 -0.2
C 1.8563 0.8949 -0.4813 -0.3 0.8 0.5
C -0.4063 1.0722 0.8056 -1.7 0.4 0.7
H 2.9023 0.8111 -0.1662 -0.3 -0.2 -0.2
H -0.1688 -2.2482 0.6835 0.0 -0.1 0.1
H -2.1809 -0.0488 -0.7702 0.3 0.0 0.1
H -0.8777 0.5281 -1.8199 0.0 -0.1 0.1
H -1.0958 -1.2236 -1.5440 0.0 0.1 -0.1
H 1.7866 1.2990 -1.4983 0.1 -0.2 0.0
H -1.5628 -1.3612 1.3466 0.2 0.1 -0.2
H 1.3365 1.6273 0.1908 1.0 -0.2 -0.6
H 0.0421 -1.1292 2.0590 0.0 -0.1 -0.2
```
Positions in Å, forces in eV/Å.

Values from the calculation:
Energy above the lowest of the compared OMol25 structures with the same formula, charge and spin: 180.11 kJ/mol
SMILES string: COC(C)(C)C#N
E_tot: -8867.3459 eV

A structure of composition C5H9NO at a distorted geometry. Source: the Open Molecules 2025 dataset; level of theory: the ωB97M-V functional and the def2-TZVPD basis.

Geometry as XYZ:
```
16
Properties=species:S:1:pos:R:3:forces:R:3
O 0.5251 1.8672 1.0521 -0.4 -1.2 2.0
N 1.3510 -1.1357 0.2017 0.1 0.2 0.2
C -0.9052 0.2035 0.4844 -0.4 -0.7 3.1
C 0.1463 0.7292 -1.1936 0.6 1.0 0.2
C -0.4301 1.5658 0.0882 -0.3 -1.1 -1.2
C 0.3558 -1.9856 -0.4601 -0.2 0.0 -0.2
C 0.1541 -0.5265 -0.3226 -0.4 0.5 0.2
H 1.2974 -1.2013 1.2164 0.0 -0.1 -0.1
H -0.2790 -2.6282 0.1542 0.1 0.2 -0.1
H 1.1162 1.1408 -1.4179 0.4 -0.2 -0.6
H -0.6054 0.2394 1.8490 -2.1 -1.4 -3.0
H 0.6821 -2.4371 -1.3956 -0.1 0.2 0.1
H -1.9086 -0.0220 0.0713 0.2 -0.2 1.0
H 0.1869 1.1751 1.8450 1.8 3.0 -2.3
H -0.5182 0.6468 -2.0720 0.3 0.3 0.5
H -1.1685 2.3684 -0.1004 0.4 -0.4 0.1
```
Positions in Å, forces in eV/Å.

Values from the calculation:
Energy above the lowest of the compared OMol25 structures with the same formula, charge and spin: 489.04 kJ/mol
E_tot: -8864.1441 eV